71
Properties=species:S:1:pos:R:3 method="wB97M-V/def2-TZVPD" homo_ev="-16.44 / -16.55" lumo_ev="-8.3369 / -9.9837" s2=0.76 relative_energy_ev=0.000 multiplicity=2 total_energy_ev=-61806.38155 charge=+3
Ru -0.086 0.549 -0.248
C 2.655 0.921 0.906
N 2.014 0.483 -0.368
C 2.548 1.103 -1.612
C 1.423 1.216 -2.597
N 0.175 0.918 -2.270
C -0.615 1.218 -3.382
C -1.988 1.097 -3.590
C -2.470 1.485 -4.823
C -1.617 1.972 -5.829
C -0.256 2.084 -5.636
C 0.222 1.698 -4.389
N 1.508 1.676 -3.852
C 1.624 0.887 1.991
N 0.340 0.633 1.755
C -0.328 0.780 2.978
C -1.667 0.619 3.325
C -2.005 0.831 4.645
C -1.043 1.183 5.607
C 0.288 1.328 5.278
C 0.617 1.120 3.945
N 1.841 1.172 3.276
H 3.051 1.932 0.797
H 3.495 0.265 1.147
H 2.223 -0.516 -0.432
H 3.371 0.509 -2.016
H 2.958 2.090 -1.392
H -2.646 0.717 -2.821
H -3.529 1.415 -5.028
H -2.041 2.264 -6.780
H 0.397 2.455 -6.414
H 2.352 1.957 -4.328
H -2.414 0.329 2.600
H -3.035 0.719 4.955
H -1.355 1.336 6.631
H 1.030 1.588 6.021
H 2.733 1.389 3.695
N -4.297 0.798 0.177
C -3.261 -0.023 0.006
N -2.165 0.716 -0.060
C -2.615 1.996 0.081
N -3.910 2.082 0.226
C -1.641 3.074 0.052
C -1.960 4.423 0.171
N -1.027 5.359 0.130
C 0.231 4.966 -0.030
C 0.566 3.625 -0.150
N -0.368 2.674 -0.109
H -5.278 0.564 0.265
H -3.330 -1.096 -0.061
H -2.991 4.732 0.301
H 0.994 5.733 -0.063
H 1.593 3.319 -0.277
N -0.093 -3.077 -2.685
C 0.541 -2.629 -1.615
S -0.433 -1.732 -0.459
N 1.807 -2.980 -1.431
C 2.636 -2.742 -0.279
C 2.193 -3.031 1.004
C 3.064 -2.859 2.072
C 4.372 -2.445 1.854
C 4.817 -2.189 0.563
C 3.945 -2.329 -0.510
H -1.054 -2.817 -2.834
H 0.315 -3.748 -3.322
H 2.233 -3.551 -2.153
H 1.195 -3.415 1.169
H 2.730 -3.102 3.072
H 5.058 -2.362 2.687
H 5.848 -1.911 0.385
H 4.298 -2.180 -1.525